# C4H6OS

C4H6OS in the gas phase in a non-equilibrium geometry (ωB97M-V with the def2-TZVPD basis set, the Open Molecules 2025 dataset).

For the gap between HOMO and LUMO, the calculation gives 0.33247 Eh. The calculation puts the LUMO energy at 0.372 eV. The SMILES is S=C1CCCO1.

Cartesian coordinates (Å):
S  0.97140  0.87037  -2.69742
C  0.43085  0.54605  -1.20229
C  0.31771  -0.82022  -0.55797
C  -0.73644  -0.56131  0.52307
C  -0.13346  0.82319  1.04090
O  0.42842  1.41369  -0.15647
H  0.00326  -1.58632  -1.29544
H  1.34715  -0.99542  -0.20114
H  -1.61466  -0.50487  -0.04818
H  -0.79154  -1.33327  1.34472
H  -0.93303  1.48775  1.51138
H  0.71034  0.66037  1.73884